ORCA calculation (the ωB97M-V functional and the def2-TZVPD basis) on C34H24AsBr4CuN4O4S as an isolated structure.

Each line ends with the Löwdin charge.
Element x y z (Å)
Br -6.16106 -1.98006 0.66765  0.618
Br -6.26831 1.29614 1.22912  0.608
Br -3.20783 -3.39925 -0.08092  0.693
Br -3.41634 3.06165 1.04102  0.680
As -0.34336 -0.07161 -2.60632  1.419
Cu 0.38916 -0.08280 0.61072  0.332
S -0.08180 -1.46088 4.15624  0.576
O -0.99296 -1.38066 -0.02874  -0.205
O -1.08627 1.28863 0.40860  -0.208
O 0.85066 -1.97138 5.13603  -0.345
O -1.10292 -2.35801 3.68383  -0.307
N 0.56221 -0.75022 2.88782  -0.083
N 2.09762 0.00393 1.40639  0.028
N 2.81895 -0.45935 3.65016  0.122
N -3.24661 2.93803 6.64657  0.067
C 1.41778 -4.44795 -2.08253  -0.106
C 2.00927 3.18200 -1.34464  -0.087
C 0.49965 -1.83013 -2.44058  -0.403
C -2.18483 0.60543 0.47357  -0.467
C -0.83370 1.19281 -6.62177  -0.112
C -2.48083 1.90364 6.06646  -0.333
C 1.84526 -0.42337 2.70922  -0.411
C 0.27784 -4.20459 -2.84067  -0.099
C -3.43117 1.18066 0.75010  -0.648
C 0.98100 2.26457 -1.54373  -0.112
C 3.31386 0.42218 1.10840  -0.131
C 0.66981 -0.78755 -5.39246  -0.117
C -0.17786 -2.90557 -3.01118  -0.135
C 2.46453 0.90189 -2.85701  -0.119
C -4.57777 -0.93287 0.59068  -0.772
C 4.02454 -0.05246 3.29415  -0.176
C -2.13364 -0.83722 0.24274  -0.454
C 1.62963 -2.08324 -1.67065  -0.109
C 4.35055 0.41623 2.03083  -0.093
C -0.94489 -0.10385 4.90463  -0.273
C 1.20102 1.11737 -2.30516  -0.372
C 2.08944 -3.38460 -1.49575  -0.081
C 3.49319 1.81465 -2.65163  -0.114
C 0.00192 0.39171 -7.38935  -0.122
C -0.84174 0.14196 6.26352  -0.068
C -1.80065 0.66293 4.11751  -0.028
C -1.60956 1.14652 6.84423  -0.057
C -0.91300 0.99759 -5.24873  -0.132
C -2.55923 1.66318 4.69491  -0.023
C -0.16087 0.01349 -4.60651  -0.364
C -4.62547 0.42984 0.82266  -0.779
C -3.33974 -1.54480 0.29496  -0.636
C 0.75098 -0.60146 -6.76884  -0.105
C 3.26492 2.96035 -1.89549  -0.122
H 3.45989 0.76809 0.08753  0.098
H 1.40345 -1.23573 -7.35881  0.091
H 2.64680 0.01845 -3.45812  0.093
H 5.34083 0.76542 1.77470  0.077
H 2.96036 -3.56581 -0.87670  0.098
H 1.25680 -1.57290 -4.93023  0.092
H -1.08268 -2.72654 -3.58143  0.104
H -0.27331 -5.03065 -3.27644  0.093
H 1.82948 4.06303 -0.73965  0.100
H -1.42831 1.96638 -7.09411  0.091
H -1.53202 1.34959 7.90944  0.096
H 0.01800 2.39880 -1.05847  0.082
H -3.22011 2.26158 4.07360  0.085
H 4.47146 1.63121 -3.08193  0.091
H -0.15899 -0.45800 6.85219  0.102
H 0.06575 0.53687 -8.46142  0.087
H 2.13416 -1.26718 -1.16846  0.075
H -3.47575 2.77720 7.61361  0.067
H -1.86722 0.47361 3.05252  0.104
H -1.57524 1.62309 -4.65819  0.091
H 4.78338 -0.10091 4.07409  0.093
H 1.76108 -5.46440 -1.92440  0.089
H -4.06671 3.17382 6.11080  0.075
H 4.06746 3.67144 -1.73015  0.090

- Multiplicity: 1
- Charge: -2
- LUMO: 4.1827 eV
- HOMO level: -1.28 eV
- ΔE to the lowest compared entry with this formula, charge and spin: 6.2 kcal per mole

***

ORCA calculation (the ωB97M-V functional and the def2-TZVPD basis) on C34H24Cl2N2O3STi as an isolated structure.

Each line ends with the natural charge from an NBO analysis.
Element x y z (Å)
Ti 0.41560 -1.85282 -0.96722  1.396
Cl -6.59412 -3.61042 1.47823  0.005
Cl -1.27564 -3.17757 2.05123  0.035
S -0.39536 6.11831 3.70426  0.202
O -1.39436 -1.99279 -0.67178  -0.656
O -2.89867 5.24635 3.79859  -0.540
O -2.95691 -0.35455 -2.44920  -0.499
N 2.30861 -0.69228 -1.17945  -0.194
N 2.48821 -0.06543 -2.23850  -0.096
C 1.60186 -3.50263 -2.36071  -0.261
C 5.37886 -0.36564 1.68748  -0.201
C 0.09981 3.35530 0.81282  -0.134
C -3.77462 -1.90989 -0.81068  -0.217
C -2.59001 7.45914 4.66071  -0.719
C 5.61315 0.03197 0.37806  -0.203
C 3.12165 -0.95244 1.10060  -0.220
C -0.49976 -1.32751 -3.96826  -0.204
C -0.24738 4.57511 2.85530  -0.187
C 0.39911 -1.11506 -2.92827  -0.284
C 0.32689 -4.08323 -2.13803  -0.281
C 0.21167 -0.15928 0.22538  -0.417
C 0.10866 0.90111 0.81193  0.056
C 1.65915 0.36908 -4.42464  -0.168
C 0.18217 -4.29739 -0.76951  -0.267
C 1.35134 -3.82923 -0.11367  -0.333
C -0.33572 -0.70384 -5.19631  -0.174
C 4.13316 -0.85925 2.04494  -0.195
C -0.23557 2.17263 2.88368  -0.171
C -0.34497 3.37695 3.55347  -0.190
C 4.61056 -0.05780 -0.57320  -0.231
C -5.06412 -3.06648 0.86515  -0.060
C -2.57070 -2.26711 -0.17060  0.360
C -5.00020 -2.33659 -0.30214  -0.177
C -0.00998 2.14789 1.50495  -0.155
C 3.36155 -0.54368 -0.20373  0.174
C 0.73902 0.15099 -5.43050  -0.229
C 1.48052 -0.27226 -3.19887  0.006
C -2.68492 -2.92448 1.06957  -0.088
C -3.90458 -3.33460 1.57334  -0.210
C -3.86066 -0.97477 -1.95594  0.425
C 2.24979 -3.39557 -1.11688  -0.319
C -0.02659 4.55891 1.48349  -0.214
C -2.15493 6.15403 4.04081  0.432
H -0.32066 1.23802 3.42172  0.221
H 0.04931 5.49327 0.94249  0.222
H 4.78554 0.24071 -1.59596  0.239
H 3.27028 -3.09054 -0.95775  0.249
H 2.14256 -1.30641 1.38939  0.236
H 2.03341 -3.26148 -3.31784  0.248
H 1.56345 -3.91832 0.94000  0.242
H -0.40674 -4.30632 -2.89655  0.241
H 3.93989 -1.16739 3.06401  0.218
H 6.58529 0.41120 0.09119  0.218
H -5.91007 -2.06507 -0.82286  0.229
H -3.46289 7.28095 5.28476  0.241
H 6.16574 -0.29287 2.42671  0.217
H -4.89746 -0.86018 -2.33396  0.105
H 2.51535 1.01655 -4.56345  0.224
H -1.79065 7.91809 5.24099  0.229
H -0.51428 3.39133 4.62195  0.223
H -0.67717 -4.72404 -0.28032  0.245
H 0.85337 0.63416 -6.39161  0.217
H -1.05818 -0.87949 -5.98400  0.214
H -3.94622 -3.85122 2.52184  0.243
H -1.35305 -1.97557 -3.81816  0.217
H -2.86326 8.14313 3.85605  0.245
H 0.27486 3.33826 -0.25456  0.218

- Multiplicity: 1
- LUMO: -0.8946 eV
- HOMO level: -8.11 eV
- ΔE to the lowest compared entry with this formula, charge and spin: 40.6 kcal per mole

***

ORCA calculation (the ωB97M-V functional and the def2-TZVPD basis) on C34H24ClFeN3P as an isolated structure at a distorted geometry.

Each line ends with the natural charge from an NBO analysis.
Element x y z (Å)
Fe 0.12680 -0.06593 0.56293  1.263
Cl 0.71466 0.37955 2.88313  0.024
P -1.12775 1.93711 0.39273  0.834
N -0.65922 -1.75770 0.38883  -0.672
N 1.52479 -0.41033 -0.46759  -0.730
N 5.72934 -8.20238 -0.69361  -0.263
C 1.95364 -5.36119 0.13653  -0.205
C -2.01815 -3.57924 0.40943  -0.318
C -5.63657 1.66522 -0.22033  -0.184
C -0.66201 2.72818 1.91651  -0.422
C 3.64274 -5.65908 -2.03815  -0.164
C 0.56075 4.91851 -2.67700  -0.213
C 1.46017 -2.94727 -0.45215  0.127
C -4.78946 0.98442 -1.04492  -0.193
C 0.08491 2.06905 2.92002  0.029
C 2.09065 -4.25169 -0.76449  0.011
C -1.20919 3.97654 2.26260  -0.164
C 2.08954 -1.69750 -0.79384  0.033
C 4.80236 -7.54697 -0.86620  0.254
C -1.21347 3.38538 -1.99757  -0.198
C 0.49604 2.70862 4.06185  -0.229
C 1.21383 4.61670 -1.49385  -0.122
C -0.21032 3.83161 4.47911  -0.162
C 3.34969 -1.55135 -1.35004  -0.167
C -5.09929 2.32140 0.89217  -0.180
C 2.55959 0.51532 -0.85647  0.020
C -3.71579 2.40145 1.15089  -0.231
C 2.86442 -4.49930 -1.92217  -0.203
C -0.53435 3.12136 -0.80855  -0.354
C 0.13249 -2.91278 -0.01028  0.019
C -0.63727 4.29722 -2.84655  -0.189
C 3.64748 -0.13756 -1.31690  -0.303
C 2.69197 -6.50644 0.03996  -0.172
C -2.88898 1.78695 0.23327  -0.293
C -0.74552 -4.03998 -0.00861  -0.149
C -1.87946 -2.19873 0.64432  0.075
C -1.03778 4.48926 3.54260  -0.198
C -3.39561 0.99639 -0.79330  -0.218
C 0.76894 3.69335 -0.58431  -0.251
C 3.64670 -6.61977 -0.97516  -0.112
H 2.87993 -3.75308 -2.69935  0.229
H 0.14877 4.36194 5.37650  0.243
H 4.60280 0.35395 -1.53662  0.241
H -3.41032 2.88771 2.08388  0.236
H 1.36724 3.36719 0.27452  0.224
H 2.29179 1.53599 -0.79750  0.208
H -5.16394 0.44743 -1.92106  0.232
H -5.75672 2.88931 1.55922  0.225
H 1.26681 2.20622 4.71049  0.247
H 1.23138 -5.29868 0.98524  0.235
H -1.75498 4.53861 1.50126  0.241
H -1.23324 4.55563 -3.68257  0.218
H 2.21567 5.04773 -1.30884  0.214
H 2.64176 -7.30319 0.83283  0.249
H -1.55603 5.38708 3.84409  0.236
H 3.86612 -2.31354 -1.87197  0.230
H -0.49775 -5.05210 -0.22133  0.238
H 4.32697 -5.79341 -2.87968  0.245
H -6.67012 1.68921 -0.42184  0.230
H -2.67453 0.53846 -1.40167  0.218
H -2.12207 2.86507 -2.27175  0.230
H -3.01037 -4.08598 0.43641  0.246
H -2.67140 -1.50788 0.93165  0.216
H 0.99093 5.55797 -3.45677  0.240

- Multiplicity: 5
- Charge: +1
- LUMO (spin up / spin down): -4.1100 / -4.1708 eV
- HOMO level (spin up / spin down): -10.80 / -10.78 eV

***

ORCA calculation (the ωB97M-V functional and the def2-TZVPD basis) on C34H25AsBrMnN2O as an isolated structure.

Each line ends with the natural charge from an NBO analysis.
Element x y z (Å)
Br 2.81687 6.30896 -2.44346  0.151
As -0.81754 0.14014 0.89274  1.022
Mn -0.94681 0.04516 -1.61691  1.494
O -1.13014 1.82478 -1.87512  -0.745
N 1.03804 0.10469 -2.19763  -0.622
N -0.65184 -1.95105 -1.82898  -0.607
C 0.66311 -2.25327 -2.10971  0.236
C 2.90587 -1.50262 -2.55269  -0.165
C -1.53069 -2.92721 -1.66822  0.117
C 0.28282 5.13774 -1.92925  -0.146
C 1.42570 -3.15450 2.07856  -0.183
C 0.62590 3.97272 1.71517  -0.186
C -4.70454 -1.24565 1.50070  -0.196
C -1.69897 2.51310 2.18596  -0.158
C 0.53568 2.66458 1.26855  -0.244
C -1.18979 -4.28027 -1.77758  -0.261
C 2.44898 -3.87066 -2.46267  -0.145
C -2.40159 -0.57842 1.67462  -0.296
C -0.20410 2.79046 -1.97983  0.426
C -0.62080 1.92919 1.52424  -0.295
C 3.33493 -2.84499 -2.62849  -0.175
C 0.11631 -4.60381 -2.03117  -0.042
C -1.59729 3.82541 2.62539  -0.206
C 1.13877 2.51563 -2.31889  -0.230
C 1.08508 -3.59025 -2.19668  -0.105
C -4.71844 -1.53140 2.85809  -0.162
C -2.41839 -0.85096 3.04274  -0.240
C 1.96854 -0.61747 1.07243  -0.242
C 0.37750 -2.28553 1.80520  -0.235
C 3.00607 -1.49150 1.35449  -0.184
C 1.59286 -1.19918 -2.31645  0.078
C -3.57881 -1.33193 3.62765  -0.174
C -0.43722 4.55052 2.39621  -0.166
C 2.03875 3.58653 -2.46969  -0.154
C 1.67561 1.19074 -2.48614  0.239
C -0.62152 4.10500 -1.77878  -0.253
C -3.54266 -0.76926 0.90761  -0.235
C 0.65315 -1.00805 1.31892  -0.288
C 1.61572 4.88354 -2.26793  -0.119
C 2.73516 -2.75636 1.85987  -0.174
H 3.06778 3.38700 -2.73810  0.240
H -1.54072 -0.68653 3.65656  0.235
H -5.59648 -1.38015 0.90448  0.240
H 1.52822 4.54034 1.53170  0.235
H -1.65226 4.30107 -1.52215  0.252
H 1.37338 2.24127 0.72854  0.210
H -2.42550 4.27696 3.15388  0.241
H 4.02892 -1.18239 1.18627  0.235
H -0.36105 5.57005 2.74872  0.241
H -0.04061 6.16002 -1.78648  0.253
H 3.64215 -0.72081 -2.68322  0.231
H -0.63923 -2.60648 1.98055  0.232
H 2.77105 -4.90053 -2.53589  0.245
H -3.59682 -1.54461 4.68779  0.242
H 2.70278 1.13682 -2.84673  0.204
H -1.95109 -5.03528 -1.65195  0.260
H 0.42094 -5.64012 -2.10781  0.248
H -3.56747 -0.52036 -0.15220  0.198
H -2.60887 1.95756 2.37459  0.223
H -5.62323 -1.90105 3.32048  0.244
H 4.37687 -3.05232 -2.82646  0.249
H 2.20312 0.36084 0.67291  0.214
H -2.54609 -2.63553 -1.42856  0.221
H 1.21452 -4.13919 2.47305  0.238
H 3.54941 -3.43113 2.08717  0.240

- Multiplicity: 5
- Charge: +2
- LUMO (spin up / spin down): -8.2927 / -6.7603 eV
- HOMO level (spin up / spin down): -13.63 / -13.75 eV

***

multiplicity of number 4 (C34H25AsBrMnN2O)? 5